Record 1
Molecular formula: C23H13AgBrCl4I2N3O3
Method: DFT, the ωB97M-V functional and the def2-TZVPD basis

```
! wB97M-V def2-TZVPD RIJCOSX def2/J DEFGRID3
* xyz -2 1
Ag -0.354 0.230 -0.587
Cl 3.971 -5.109 -2.160
C 2.561 -4.089 -2.103
C 1.336 -4.563 -2.515
Cl 1.168 -6.208 -3.067
C 0.211 -3.719 -2.457
Cl -1.349 -4.313 -2.972
C 0.248 -2.417 -1.936
O -0.791 -1.684 -1.824
C 1.557 -1.920 -1.486
O 1.647 -0.741 -0.978
C 2.659 -2.766 -1.626
Cl 4.215 -2.118 -1.174
I -1.451 5.323 -3.181
C -2.104 4.537 -1.359
C -2.994 5.272 -0.586
C -3.432 4.800 0.628
I -4.768 5.990 1.724
C -2.985 3.544 1.111
C -3.373 2.982 2.348
C -2.892 1.762 2.730
C -2.018 1.076 1.875
N -1.638 1.577 0.722
C -2.086 2.786 0.316
C -1.575 3.272 -0.985
O -0.756 2.627 -1.666
H -3.339 6.231 -0.949
H -4.052 3.532 2.987
H -3.175 1.316 3.674
H -1.635 0.092 2.124
Br 3.072 -3.553 2.059
C 1.259 -3.455 1.521
C 0.679 -4.507 0.841
C -0.645 -4.367 0.457
C -1.318 -3.200 0.784
N -0.757 -2.200 1.460
C 0.523 -2.315 1.803
H 1.256 -5.383 0.577
H -1.135 -5.130 -0.133
H -2.343 -3.051 0.467
H 0.982 -1.469 2.302
C 3.608 2.932 -0.256
C 2.385 2.026 -0.115
C 2.042 1.788 1.286
N 1.780 1.619 2.394
H 3.821 3.088 -1.313
H 4.485 2.473 0.204
H 3.445 3.905 0.209
H 2.545 1.045 -0.575
H 1.506 2.455 -0.604
*
```

Calculated values
E_tot ... -6431.52157 Ha
HOMO ... -1.185 eV
Frontier orbital gap ... 4.6 eV

Here are the Mulliken charges for atoms 1 to 8, given in e: number 1, Ag, carries 0.756; number 2, Cl, carries -0.261; number 3, C, carries 0.316; number 4, C, carries 0.026; number 5, Cl, carries -0.256; number 6, C, carries 0.291; number 7, Cl, carries -0.219; number 8, C, carries 0.230


Record 2
Molecular formula: C18H70O17
Method: DFT, the ωB97M-V functional and the def2-TZVPD basis

```
! wB97M-V def2-TZVPD RIJCOSX def2/J DEFGRID3
* xyz 0 1
C 1.470 1.710 -1.056
C 1.158 0.252 -0.556
C 1.081 0.169 0.963
O -0.017 -0.248 -1.143
H 0.548 2.270 -0.902
H 1.612 1.641 -2.135
H 2.307 2.252 -0.615
H 1.971 -0.423 -0.821
H 0.189 0.698 1.299
H 1.985 0.617 1.377
H 1.022 -0.820 1.416
H 0.106 -0.474 -2.067
C 1.432 -3.939 -0.867
C 2.269 -3.873 0.381
C 2.217 -5.070 1.335
O 3.642 -3.589 0.056
H 1.767 -4.738 -1.529
H 1.213 -2.991 -1.358
H 0.470 -4.326 -0.532
H 1.954 -2.952 0.872
H 2.682 -5.995 0.992
H 1.194 -5.311 1.623
H 2.768 -4.838 2.246
H 3.964 -4.033 -0.732
C 4.932 0.415 -2.624
C 4.808 -0.298 -1.246
C 6.031 -1.052 -0.914
O 4.573 0.703 -0.286
H 5.129 -0.292 -3.430
H 5.754 1.126 -2.705
H 4.044 0.935 -2.982
H 3.958 -0.979 -1.274
H 5.910 -1.822 -0.153
H 6.893 -0.481 -0.571
H 6.286 -1.668 -1.777
H 4.422 0.287 0.566
C -2.167 -3.430 -2.578
C -3.585 -3.045 -2.051
C -4.726 -3.683 -2.755
O -3.581 -3.592 -0.739
H -1.291 -2.878 -2.235
H -2.107 -3.221 -3.646
H -1.940 -4.486 -2.437
H -3.707 -1.961 -2.051
H -4.509 -4.747 -2.850
H -4.885 -3.336 -3.776
H -5.719 -3.640 -2.308
H -2.771 -3.224 -0.380
C -5.084 0.978 1.310
C -3.978 0.641 2.343
C -4.324 -0.586 3.145
O -2.723 0.411 1.779
H -6.063 1.105 1.772
H -5.164 0.152 0.603
H -4.938 1.921 0.782
H -3.753 1.515 2.953
H -4.386 -1.447 2.480
H -5.363 -0.521 3.468
H -3.654 -0.825 3.971
H -2.144 0.428 2.544
C -3.401 4.663 1.191
C -2.011 4.648 0.670
C -0.926 4.245 1.638
O -2.028 3.876 -0.496
H -3.542 3.757 1.779
H -4.149 4.625 0.399
H -3.673 5.531 1.792
H -1.791 5.658 0.322
H -0.010 4.320 1.052
H -1.004 3.218 1.996
H -0.771 4.947 2.457
H -1.991 2.953 -0.235
O -0.111 -0.858 -3.780
H -0.181 -0.806 -4.733
H 0.212 -1.743 -3.611
O 2.763 4.685 -1.751
H 1.897 4.315 -1.923
H 2.846 5.404 -2.378
O -0.142 4.567 -2.572
H -0.766 4.579 -1.847
H -0.319 3.744 -3.028
O 2.093 -1.163 3.667
H 1.941 -0.228 3.803
H 2.792 -1.201 3.015
O 5.029 3.226 -0.677
H 4.305 3.639 -1.148
H 4.776 2.305 -0.609
O 1.739 1.525 4.451
H 2.317 2.071 3.917
H 1.978 1.734 5.354
O -1.647 -2.208 0.612
H -1.078 -1.730 0.008
H -2.241 -1.543 0.960
O -0.495 2.346 -3.833
H -0.311 1.409 -3.908
H -1.430 2.422 -4.022
O -2.555 0.829 -0.927
H -1.792 0.297 -1.154
H -2.771 0.569 -0.031
O -0.990 0.477 3.807
H -0.771 -0.451 3.893
H -0.210 0.937 4.118
O -0.432 -2.136 4.145
H -0.812 -2.787 3.555
H 0.479 -2.058 3.862
*
```

Calculated values
E_tot ... -2006.87308 Ha
HOMO ... -9.581 eV
Frontier orbital gap ... 9.3 eV

Here are the Mulliken charges for atoms 1 to 8, given in e: number 1, C, carries -1.423; number 2, C, carries 1.930; number 3, C, carries -1.195; number 4, O, carries 1.821; number 5, H, carries 0.105; number 6, H, carries 0.293; number 7, H, carries 0.255; number 8, H, carries -0.782


We obtain energy above the lowest of the compared OMol25 structures with the same formula, charge and spin values of 2.94; 25.05 kcal/mol for the records listed above, in that order.